Record 1
Here is a structure of composition C36H39AsAuCl5N6O at a distorted geometry from OMol25. Energies are from ωB97M-V with the def2-TZVPD basis set.

Summary:
Kohn-Sham gap ... 4.20 eV
Energy relative to the best compared isomer or geometry (same formula, charge and spin) ... 174.1 kJ/mol
Highest occupied orbital energy ... -13.06 eV
Charge ... +2

Last column: Mulliken charge in e.
Cartesian coordinates (Å):
Au 0.090 -0.338 0.228  1.591
Cl 0.727 -0.903 2.955  -0.239
C 2.009 0.060 2.268  1.195
C 1.834 0.469 0.958  -0.927
C 2.839 1.226 0.370  0.343
Cl 2.755 1.674 -1.292  0.037
C 3.974 1.587 1.107  -0.111
Cl 5.190 2.549 0.387  -0.140
C 4.123 1.154 2.424  0.530
Cl 5.515 1.574 3.316  -0.133
C 3.133 0.368 3.014  -0.082
Cl 3.290 -0.209 4.613  -0.144
C -2.641 -1.613 1.291  -0.456
N -3.601 -2.687 1.345  0.095
C -4.189 -2.881 0.014  -0.726
N -3.158 -3.208 -0.981  0.142
C -2.196 -2.136 -1.035  -0.097
N -1.548 -1.897 0.300  0.033
C -0.902 -3.197 0.720  -0.251
N -1.864 -4.272 0.769  0.105
C -2.913 -3.926 1.738  -0.750
C -2.476 -4.437 -0.555  -0.701
H -2.185 -1.475 2.273  0.255
H -3.147 -0.691 0.997  0.115
H -4.711 -1.972 -0.290  0.344
H -4.910 -3.695 0.061  0.354
H -2.688 -1.213 -1.351  0.322
H -1.419 -2.374 -1.757  -0.458
H -0.458 -3.061 1.703  0.525
H -0.115 -3.431 0.007  -0.356
H -2.460 -3.790 2.721  0.366
H -3.637 -4.737 1.795  0.353
H -3.195 -5.254 -0.519  0.373
H -1.699 -4.686 -1.281  0.293
O 0.176 -0.187 -1.971  0.428
As 1.107 -1.238 -2.941  0.387
C 2.300 -0.210 -4.017  0.539
C 1.799 0.967 -4.573  -0.204
C 2.615 1.739 -5.382  -0.877
C 3.923 1.334 -5.629  -0.546
C 4.412 0.155 -5.085  -0.850
C 3.598 -0.630 -4.278  -0.147
C -0.167 -2.118 -4.069  0.315
C 0.105 -3.307 -4.740  -0.430
C -0.875 -3.877 -5.540  -0.839
C -2.105 -3.252 -5.688  -0.602
C -2.364 -2.050 -5.040  -0.679
C -1.398 -1.483 -4.224  -0.301
C 2.134 -2.466 -1.896  0.644
C 1.816 -3.820 -1.807  -0.898
C 2.590 -4.655 -1.013  -0.584
C 3.672 -4.138 -0.310  -0.730
C 3.993 -2.789 -0.403  -1.096
C 3.230 -1.949 -1.201  -0.427
H 0.780 1.269 -4.362  0.414
H 2.236 2.650 -5.827  0.444
H 4.563 1.940 -6.258  0.429
H 5.428 -0.156 -5.287  0.444
H 3.977 -1.556 -3.863  0.450
H 1.081 -3.772 -4.676  0.515
H -0.674 -4.809 -6.052  0.463
H -2.861 -3.699 -6.322  0.443
H -3.318 -1.555 -5.175  0.451
H -1.591 -0.557 -3.698  0.366
H 0.969 -4.221 -2.348  0.241
H 2.349 -5.708 -0.943  0.497
H 4.276 -4.793 0.306  0.434
H 4.847 -2.394 0.134  0.527
H 3.488 -0.902 -1.298  0.794
C -2.345 1.715 -0.629  0.159
C -3.192 3.069 -0.751  -0.908
N -2.429 4.119 -0.134  -0.075
C -2.260 3.883 1.276  -0.820
C -1.456 2.510 1.453  -0.679
N -1.139 2.008 0.126  0.633
C -0.311 2.957 -0.595  -0.168
C -1.163 4.298 -0.793  -0.876
H -2.057 1.338 -1.611  0.164
H -2.928 0.956 -0.110  -0.348
H -4.148 2.964 -0.242  0.379
H -3.373 3.305 -1.798  0.296
H -3.233 3.812 1.757  0.328
H -1.706 4.705 1.724  0.300
H -2.060 1.779 1.989  0.395
H -0.532 2.677 2.005  0.445
H -0.027 2.527 -1.553  -0.102
H 0.588 3.159 -0.020  0.400
H -1.325 4.490 -1.851  0.338
H -0.634 5.142 -0.357  0.320

Record 2
Here is a structure of composition C36H39BrN9OReSi from OMol25. Energies are from ωB97M-V with the def2-TZVPD basis set.

Summary:
Kohn-Sham gap (alpha / beta) ... 6.55 / 4.15 eV
Energy relative to the best compared isomer or geometry (same formula, charge and spin) ... 0.0 kJ/mol
⟨S²⟩ ... 0.790
Multiplicity ... 2
Highest occupied orbital energy (alpha / beta) ... -14.37 / -14.38 eV
Charge ... +3

Last column: Mulliken charge in e.
Cartesian coordinates (Å):
Re -1.476 0.309 1.295  1.122
C 7.941 -3.087 -8.117  -0.822
O 7.153 -3.965 -7.256  -0.369
C 6.340 -3.494 -6.367  0.963
C 5.635 -4.485 -5.608  -0.845
C 4.755 -4.097 -4.652  -0.453
C 4.530 -2.718 -4.395  0.548
C 5.242 -1.743 -5.156  -0.707
C 6.126 -2.107 -6.121  -0.448
C 3.609 -2.259 -3.408  0.106
N 3.389 -0.971 -3.140  -0.791
C 2.440 -0.958 -2.187  0.803
C 2.061 -2.250 -1.840  0.152
N 2.815 -3.067 -2.619  -0.069
C 1.075 -2.533 -0.833  0.307
C 0.714 -3.799 -0.371  -0.973
C -0.229 -3.893 0.629  -1.085
C -0.831 -2.738 1.108  -0.275
N -0.535 -1.510 0.656  0.278
C 0.449 -1.408 -0.272  0.989
C 0.829 -0.061 -0.622  -1.020
N 0.161 0.925 0.034  0.763
C 0.590 2.173 -0.178  -0.734
C 1.602 2.504 -1.073  -1.411
C 2.228 1.510 -1.791  -0.772
C 1.846 0.192 -1.546  1.064
H 8.496 -3.763 -8.754  0.260
H 8.613 -2.499 -7.496  0.379
H 7.266 -2.469 -8.704  0.377
H 5.833 -5.524 -5.831  0.480
H 4.233 -4.860 -4.091  0.333
H 5.057 -0.699 -4.947  0.522
H 6.658 -1.362 -6.693  0.492
H 2.777 -4.073 -2.647  0.215
H 1.166 -4.696 -0.775  0.521
H -0.530 -4.850 1.031  0.502
H -1.601 -2.791 1.865  0.520
H 0.067 2.941 0.363  0.676
H 1.864 3.545 -1.201  0.570
H 3.005 1.728 -2.510  0.638
C -4.096 -0.764 6.215  -1.362
C -4.047 -1.008 4.733  0.194
C -4.972 -1.820 4.082  -0.676
C -4.907 -1.996 2.708  -0.948
C -3.880 -1.368 2.042  0.349
Br -3.712 -1.423 0.170  0.063
N -2.958 -0.603 2.624  0.347
C -3.067 -0.410 3.955  -0.192
H -4.949 -1.265 6.666  0.412
H -4.175 0.301 6.435  0.335
H -3.193 -1.136 6.700  0.338
H -5.765 -2.296 4.645  0.445
H -5.638 -2.582 2.168  0.537
H -2.331 0.252 4.387  0.581
N 0.082 -0.156 3.961  -0.698
N 0.182 0.577 2.724  -0.804
H 0.866 0.097 4.556  0.300
H 0.165 -1.145 3.747  0.209
H 1.066 0.372 2.255  0.447
H 0.215 1.557 2.993  0.048
C -2.371 3.588 -0.510  -1.335
Si -2.585 1.721 -0.552  0.699
C -4.462 1.592 -0.589  -1.216
C -1.986 1.115 -2.227  -1.298
H -2.985 4.007 -1.312  0.536
H -1.372 3.982 -0.674  0.321
H -2.757 4.006 0.423  0.368
H -4.822 2.490 -1.100  0.477
H -4.943 1.577 0.390  0.248
H -4.827 0.736 -1.153  0.391
H -2.621 1.501 -3.029  0.495
H -2.029 0.023 -2.287  0.285
H -0.967 1.437 -2.454  0.321
N -3.736 3.415 3.339  -0.012
C -3.512 2.311 2.610  -1.183
N -2.241 2.119 2.328  1.036
C -1.571 3.208 2.930  0.531
C -0.227 3.611 2.956  -0.435
C 0.107 4.757 3.645  -1.280
C -0.864 5.533 4.298  -0.658
C -2.192 5.179 4.265  -1.149
C -2.514 4.013 3.575  0.741
H -4.641 3.740 3.637  0.279
H -4.315 1.674 2.282  0.432
H 0.556 3.090 2.423  0.289
H 1.139 5.081 3.671  0.463
H -0.562 6.429 4.821  0.432
H -2.948 5.782 4.748  0.488

Record 3
Here is a structure of composition C36H39F4N4NiP from OMol25. Energies are from ωB97M-V with the def2-TZVPD basis set.

Summary:
Kohn-Sham gap (alpha / beta) ... 7.52 / 7.64 eV
Energy relative to the best compared isomer or geometry (same formula, charge and spin) ... 0.0 kJ/mol
⟨S²⟩ ... 2.008
Multiplicity ... 3
Highest occupied orbital energy (alpha / beta) ... -6.90 / -7.03 eV

Last column: Mulliken charge in e.
Cartesian coordinates (Å):
Ni 0.400 0.147 0.316  1.544
C 2.967 -0.389 2.720  -1.309
C 1.774 -1.315 2.863  -1.035
N 0.485 -0.691 2.501  0.913
C 0.166 0.422 3.429  -0.077
C 0.102 0.084 4.916  -1.764
C -0.585 -1.714 2.572  -1.006
C -0.986 -2.361 1.244  -2.473
N -0.846 -1.438 0.145  1.451
C -1.450 -1.708 -1.035  -0.828
C -1.243 -0.834 -2.128  0.578
F -0.380 0.206 -1.949  -0.237
C -1.848 -0.953 -3.351  0.234
F -1.569 -0.042 -4.297  -0.388
C -2.721 -1.989 -3.628  -0.739
C -2.924 -2.888 -2.603  0.307
F -3.747 -3.932 -2.799  -0.362
C -2.318 -2.775 -1.366  0.183
F -2.599 -3.752 -0.466  -0.375
H 3.890 -0.971 2.694  0.433
H 3.042 0.311 3.555  0.322
H 2.895 0.184 1.799  0.014
H 1.718 -1.696 3.890  0.646
H 1.904 -2.192 2.228  0.753
H -0.791 0.835 3.110  0.077
H 0.912 1.196 3.275  0.096
H -0.594 -0.729 5.132  0.278
H -0.247 0.968 5.453  0.515
H 1.076 -0.183 5.328  0.350
H -1.468 -1.254 3.017  0.602
H -0.280 -2.513 3.256  0.290
H -2.015 -2.704 1.379  0.458
H -0.417 -3.300 1.099  1.008
H -3.209 -2.091 -4.585  0.530
C 0.653 3.713 2.700  -1.625
C -0.848 3.765 2.849  1.294
C -1.366 4.526 3.894  -0.912
C -2.728 4.723 4.050  -0.779
C -3.606 4.164 3.134  -0.835
C -3.108 3.396 2.093  -1.247
C -1.741 3.163 1.949  1.182
P -1.085 2.141 0.559  2.779
C -2.539 1.856 -0.514  0.389
C -2.614 2.451 -1.771  -0.920
C -3.626 2.122 -2.661  -0.912
C -4.580 1.186 -2.296  -0.734
C -4.512 0.587 -1.047  -0.662
C -3.499 0.897 -0.144  0.096
C -3.444 0.171 1.173  -1.221
C -0.046 3.392 -0.243  0.323
C -0.481 4.709 -0.418  -0.268
C 0.405 5.690 -0.817  -0.911
C 1.742 5.354 -1.019  -0.763
C 2.170 4.051 -0.848  -0.621
C 1.286 3.030 -0.472  0.160
C 1.728 1.607 -0.331  -2.578
H 1.009 4.635 2.230  0.376
H 1.001 2.894 2.074  -0.372
H 1.129 3.631 3.678  0.625
H -0.675 4.987 4.591  0.479
H -3.100 5.323 4.871  0.396
H -4.672 4.327 3.222  0.452
H -3.800 2.984 1.369  0.434
H -1.855 3.160 -2.074  0.365
H -3.655 2.585 -3.638  0.424
H -5.371 0.914 -2.983  0.417
H -5.250 -0.156 -0.767  0.391
H -4.293 -0.505 1.272  0.545
H -3.458 0.854 2.026  0.177
H -2.526 -0.413 1.227  0.041
H -1.513 4.966 -0.207  0.509
H 0.067 6.710 -0.951  0.435
H 2.450 6.119 -1.315  0.408
H 3.212 3.800 -1.012  0.478
H 2.762 1.562 0.023  0.649
H 1.751 1.210 -1.356  0.581
N 1.967 -2.600 -0.261  -0.182
C 2.968 -3.289 -0.837  -0.313
C 3.777 -2.364 -1.453  -1.114
C 3.158 -1.128 -1.201  -0.496
N 2.062 -1.280 -0.472  0.671
H 1.132 -2.958 0.172  -0.014
H 3.021 -4.363 -0.775  0.483
H 4.676 -2.551 -2.014  0.414
H 3.466 -0.144 -1.512  0.518

Record 4
Here is a structure of composition C36H39MnN3O2P3S3 from OMol25. Energies are from ωB97M-V with the def2-TZVPD basis set.

Summary:
Kohn-Sham gap (alpha / beta) ... 7.20 / 5.30 eV
Energy relative to the best compared isomer or geometry (same formula, charge and spin) ... 0.0 kJ/mol
⟨S²⟩ ... 6.288
Multiplicity ... 5
Highest occupied orbital energy (alpha / beta) ... -6.70 / -4.81 eV

Last column: Mulliken charge in e.
Cartesian coordinates (Å):
Mn -0.616 -0.558 0.388  0.919
C 2.507 2.400 -1.027  -1.173
N 1.474 1.375 -0.879  0.596
P 1.744 -0.257 -0.429  0.513
C 3.336 -0.101 0.470  0.275
C 3.253 0.309 1.800  -0.387
C 4.401 0.508 2.552  -0.637
C 5.647 0.279 1.982  -0.521
C 5.740 -0.143 0.664  -0.736
C 4.590 -0.329 -0.092  -0.384
C 2.250 -1.148 -1.931  0.677
C 2.459 -2.523 -1.812  -0.198
C 2.758 -3.288 -2.929  -0.665
C 2.844 -2.689 -4.180  -0.593
C 2.629 -1.325 -4.308  -0.683
C 2.331 -0.557 -3.188  -0.374
P -0.156 1.669 -0.479  1.030
C -0.952 2.305 -1.990  0.159
C -0.287 2.448 -3.203  -0.236
C -0.980 2.839 -4.344  -0.759
C -2.343 3.084 -4.280  -0.524
C -3.016 2.937 -3.072  -0.647
C -2.328 2.547 -1.936  -0.020
C -0.096 3.187 0.546  0.585
C -0.132 4.484 0.037  -0.543
C -0.056 5.574 0.892  -0.667
C 0.055 5.376 2.262  -0.592
C 0.082 4.089 2.779  -0.805
C 0.000 2.997 1.925  -0.131
H 3.336 2.008 -1.619  0.358
H 2.901 2.734 -0.064  0.261
H 2.091 3.264 -1.546  0.430
H 2.274 0.467 2.246  0.219
H 4.325 0.830 3.583  0.437
H 6.545 0.423 2.570  0.376
H 6.710 -0.326 0.220  0.416
H 4.672 -0.657 -1.121  0.422
H 2.374 -3.000 -0.841  0.485
H 2.910 -4.355 -2.824  0.420
H 3.072 -3.287 -5.053  0.360
H 2.695 -0.855 -5.282  0.412
H 2.154 0.506 -3.292  0.014
H 0.776 2.250 -3.259  0.052
H -0.450 2.953 -5.282  0.417
H -2.882 3.384 -5.169  0.362
H -4.082 3.117 -3.020  0.419
H -2.861 2.410 -1.001  0.156
H -0.233 4.644 -1.031  0.385
H -0.086 6.579 0.490  0.416
H 0.112 6.228 2.927  0.391
H 0.153 3.931 3.848  0.457
H -0.013 1.987 2.324  0.046
C -3.018 -3.579 4.359  -0.965
C -3.494 -2.146 4.401  -0.384
O -3.709 -1.671 3.056  -0.410
P -2.769 -0.528 2.449  0.973
S -3.286 -0.318 0.555  -0.496
S -0.835 -0.913 2.809  -0.679
O -3.087 0.768 3.335  -0.384
C -4.273 1.555 3.109  -0.552
C -3.892 2.873 2.477  -0.411
H -2.904 -3.965 5.374  0.389
H -2.055 -3.638 3.852  0.138
H -3.734 -4.204 3.826  0.297
H -2.772 -1.505 4.912  0.365
H -4.452 -2.056 4.912  0.362
H -4.733 1.698 4.087  0.364
H -4.970 1.002 2.477  0.395
H -3.180 3.411 3.104  0.216
H -4.781 3.493 2.343  0.449
H -3.431 2.703 1.503  -0.231
N -1.297 -1.060 -2.880  -0.182
C -1.009 -2.220 -2.257  0.257
N -0.798 -2.324 -0.975  0.129
C -0.547 -3.647 -0.622  -0.946
C -0.270 -4.095 0.667  -0.213
C -0.013 -5.440 0.860  -0.798
C -0.030 -6.341 -0.207  -0.514
C -0.311 -5.908 -1.491  -0.532
C -0.568 -4.557 -1.683  1.041
S -0.945 -3.714 -3.160  -0.340
H -1.087 -0.222 -2.343  -0.396
H -1.156 -0.996 -3.874  0.312
H -0.268 -3.392 1.491  0.300
H 0.203 -5.800 1.858  0.438
H 0.174 -7.389 -0.030  0.391
H -0.331 -6.602 -2.321  0.427

- Look up the energy relative to the best compared isomer or geometry (same formula, charge and spin) of the fourth one.
  0.0 kJ/mol